# 1
Below is C6H7As3F27NO8S3Zr as an isolated structure, with properties calculated with ωB97M-V with the def2-TZVPD basis set.

Results
E_LUMO: 0.1540 hartree
Kohn-Sham gap: 9.837 eV
charge: -2

Last column: natural (NBO) charge in e.
Positions of all 56 atoms, in Å:
Zr: 0.175 -0.217 -0.039  2.50
C: -3.647 1.502 -0.650  -0.63
C: -3.059 0.165 -1.034  0.13
C: -3.301 -0.203 -2.495  -0.63
O: -1.727 0.072 -0.668  -0.86
H: -3.716 1.584 0.438  0.23
H: -4.679 1.608 -0.996  0.19
H: -3.029 2.337 -0.983  0.23
H: -3.599 -0.617 -0.469  0.14
H: -4.325 0.038 -2.782  0.19
H: -3.004 -1.213 -2.748  0.21
H: -2.681 0.476 -3.097  0.23
As: 4.230 0.078 -0.174  2.86
F: 5.931 -0.036 -0.392  -0.63
F: 4.372 -0.557 1.411  -0.62
F: 2.381 0.220 0.041  -0.66
F: 4.014 0.687 -1.740  -0.60
F: 3.933 -1.513 -0.727  -0.61
F: 4.371 1.640 0.492  -0.61
As: 0.769 1.384 -3.589  2.86
F: 0.759 1.730 -5.281  -0.63
F: 1.417 2.906 -3.167  -0.60
F: 0.674 1.043 -1.784  -0.64
F: 0.136 -0.196 -3.827  -0.62
F: 2.325 0.690 -3.703  -0.60
F: -0.804 2.056 -3.447  -0.62
As: 0.046 3.458 1.343  2.86
F: 1.734 3.458 1.267  -0.60
F: -0.051 3.883 -0.286  -0.60
F: -1.659 3.325 1.381  -0.61
F: 0.096 2.835 2.923  -0.61
F: 0.011 5.098 1.829  -0.63
F: 0.085 1.668 0.762  -0.65
C: -2.152 -2.058 2.623  0.75
F: -1.344 -3.118 2.660  -0.30
F: -2.673 -1.928 1.420  -0.29
F: -3.107 -2.246 3.532  -0.31
S: -1.252 -0.473 3.061  2.19
O: -2.064 0.565 2.502  -0.90
O: -1.074 -0.390 4.467  -0.87
N: 0.142 -0.592 2.035  -1.28
S: 1.270 -1.355 2.982  2.22
O: 0.860 -2.159 4.071  -0.90
O: 2.081 -2.052 2.043  -0.91
C: 2.265 0.070 3.677  0.76
F: 2.569 0.886 2.702  -0.27
F: 1.481 0.748 4.526  -0.32
F: 3.315 -0.370 4.337  -0.30
C: -0.321 -3.467 -2.492  0.74
F: 0.107 -3.125 -3.684  -0.28
F: -1.534 -2.981 -2.282  -0.30
F: -0.373 -4.798 -2.437  -0.32
S: 0.784 -2.838 -1.144  2.34
O: 1.174 -1.476 -1.578  -0.97
O: -0.088 -2.432 -0.001  -1.02
O: 1.755 -3.801 -0.826  -0.86

---

# 2
Below is one molecule with the formula C6H7B, with properties calculated with ωB97M-V with the def2-TZVPD basis set.

Results
E_LUMO (spin up / spin down): 0.0242 / -0.0415 hartree
Kohn-Sham gap (spin up / spin down): 5.278 / 7.412 eV
multiplicity: 3
charge: 0

Last column: Mulliken spin population.
Positions of all 14 atoms, in Å:
B: -1.437 1.076 -0.189  0.92
C: -0.209 1.659 -0.101  0.41
C: 1.025 1.456 0.132  0.31
C: 2.416 1.637 0.029  0.19
C: 1.935 0.360 0.111  0.10
C: -2.918 0.619 0.028  -0.09
C: 2.109 -1.053 -0.149  0.03
H: 3.251 2.270 -0.219  0.02
H: -3.627 1.486 0.467  0.03
H: -2.844 -0.130 0.976  0.03
H: -3.336 0.171 -0.869  0.04
H: 3.182 -1.459 -0.438  0.00
H: 1.454 -1.459 -0.843  0.01
H: 1.793 -1.524 0.858  0.00

---

# 3
Below is a 2-piece molecular cluster, C6H7BO2S overall, with properties calculated with ωB97M-V with the def2-TZVPD basis set.

Results
E_LUMO: -0.0173 hartree
Kohn-Sham gap: 6.793 eV
charge: 0

Last column: natural (NBO) charge in e.
Positions of all 17 atoms, in Å:
B: 2.716 0.578 1.170  1.28
C: -1.935 -0.986 -1.464  -0.26
C: -0.584 -0.723 -1.494  -0.20
C: -2.683 -0.378 -0.453  -0.20
C: 0.075 -0.190 -0.384  -0.28
C: -2.054 0.316 0.574  -0.24
C: -0.618 0.179 0.776  -0.19
O: 3.398 -0.374 1.694  -0.91
O: 3.011 1.736 0.583  -0.91
S: 0.085 0.845 2.173  -0.18
H: -2.633 -1.435 -2.146  0.21
H: -0.104 -1.005 -2.499  0.21
H: -3.740 -0.483 -0.661  0.21
H: 1.111 -0.177 -0.577  0.18
H: -2.718 0.859 1.266  0.22
H: 4.197 -0.790 1.566  0.54
H: 2.476 2.029 -0.124  0.53

---

Electronic energy in hartree, matching the order above: -11535.52950; -257.37847; -806.33570